Here is a cluster of 2 separate species, C4H6OS in total in a non-equilibrium geometry from the Open Molecules 2025 dataset. Energies are from the ωB97M-V functional and the def2-TZVPD basis.

Geometry as ORCA input:
```
! wB97M-V def2-TZVPD RIJCOSX def2/J DEFGRID3
* xyz 0 1
C 2.249 1.372 0.789
C 2.891 0.484 0.112
S 3.642 -0.705 -0.672
H 2.465 1.871 1.636
H 1.367 1.630 0.389
C -1.082 -1.161 -0.290
C -2.152 -0.555 -0.784
O -2.988 0.126 -0.068
H -0.564 -0.702 0.573
H -0.426 -1.848 -0.766
H -2.698 -0.925 -1.677
H -2.704 0.415 0.757
*
```

calculated total energy: -629.3166 Eh
HOMO level: -8.84 eV
max |F|: 0.0762 hartree/bohr
SMILES string: C=C=S.C=CO
energy relative to the best compared isomer or geometry (same formula, charge and spin): 81.9 kcal per mole
LUMO level: -0.19 eV
HOMO-LUMO gap: 8.7 eV
molar mass: 102.158 g mol⁻¹

Here is a cluster of 14 separate species, C77H175N7O21 in total in a non-equilibrium geometry from the Open Molecules 2025 dataset. Energies are from the ωB97M-V functional and the def2-TZVPD basis.

Geometry as ORCA input:
```
! wB97M-V def2-TZVPD RIJCOSX def2/J DEFGRID3
* xyz 0 1
C -1.748 1.992 2.582
C -3.123 1.345 2.923
C -4.102 2.510 3.201
C -5.546 2.067 3.238
C -5.902 1.372 1.969
C -5.008 0.179 1.575
N -3.608 0.654 1.728
O -2.707 -0.377 1.462
C -5.213 -1.122 2.394
C -5.307 -0.202 0.135
C -2.976 0.472 4.101
H -1.922 2.693 1.728
H -1.031 1.193 2.366
H -1.472 2.608 3.438
H -3.783 3.067 4.079
H -4.064 3.303 2.401
H -6.122 2.938 3.509
H -5.615 1.286 4.068
H -5.974 2.069 1.111
H -6.935 1.006 2.075
H -6.112 -1.668 2.013
H -4.378 -1.801 2.403
H -5.433 -0.929 3.452
H -6.289 -0.690 0.062
H -5.166 0.595 -0.593
H -4.564 -0.984 -0.119
H -2.880 -0.578 3.785
H -3.877 0.542 4.716
H -2.119 0.760 4.771
H -2.182 -0.201 0.676
C -4.820 5.829 -4.096
C -3.705 5.986 -3.106
C -4.334 6.633 -1.796
C -5.035 5.571 -0.947
C -4.128 4.365 -0.693
C -3.601 3.725 -1.934
N -2.881 4.791 -2.773
O -2.273 4.264 -3.858
C -2.551 2.756 -1.548
C -4.678 3.071 -2.788
C -2.788 7.029 -3.649
H -5.091 6.837 -4.421
H -5.756 5.458 -3.767
H -4.566 5.215 -4.969
H -3.517 7.054 -1.172
H -5.025 7.340 -2.252
H -6.012 5.284 -1.363
H -5.384 5.883 0.019
H -4.754 3.613 -0.214
H -3.347 4.718 -0.018
H -2.902 1.949 -0.860
H -2.149 2.178 -2.416
H -1.745 3.276 -1.048
H -4.985 2.137 -2.347
H -5.526 3.666 -3.012
H -4.237 2.925 -3.783
H -1.861 7.156 -3.017
H -3.333 7.979 -3.837
H -2.423 6.691 -4.600
H -2.956 4.009 -4.500
C 1.233 6.632 2.863
C 0.619 6.458 1.456
C 0.025 7.830 1.105
C -0.419 7.893 -0.376
C 0.802 7.479 -1.284
C 1.478 6.184 -0.872
N 1.696 6.140 0.548
O 2.304 4.899 0.929
C 0.815 4.948 -1.396
C 2.904 6.219 -1.435
C -0.358 5.312 1.663
H 0.402 6.667 3.581
H 1.912 7.490 2.898
H 1.750 5.742 3.158
H -0.792 8.095 1.767
H 0.826 8.512 1.285
H -0.855 8.813 -0.741
H -1.124 7.058 -0.552
H 1.520 8.298 -1.320
H 0.418 7.359 -2.293
H -0.265 5.032 -1.218
H 0.893 4.810 -2.462
H 1.214 4.024 -0.949
H 3.352 5.268 -1.113
H 2.957 6.432 -2.499
H 3.437 7.079 -0.985
H -0.089 4.823 2.647
H -0.213 4.442 0.915
H -1.478 5.544 1.654
H 3.274 4.969 0.853
C -9.852 -5.706 -2.216
C -8.727 -5.105 -1.392
C -8.249 -6.284 -0.485
C -6.912 -5.939 0.180
C -5.848 -5.766 -0.900
C -6.202 -4.692 -1.889
N -7.619 -4.784 -2.267
O -8.021 -3.811 -3.149
C -5.924 -3.249 -1.312
C -5.342 -4.900 -3.135
C -9.158 -3.847 -0.591
H -10.393 -4.966 -2.849
H -10.691 -6.071 -1.541
H -9.605 -6.537 -2.858
H -9.042 -6.414 0.273
H -8.294 -7.232 -1.006
H -6.586 -6.637 0.943
H -7.030 -5.051 0.806
H -5.756 -6.746 -1.329
H -4.889 -5.560 -0.454
H -6.417 -2.585 -2.023
H -6.258 -3.173 -0.252
H -4.910 -2.957 -1.264
H -5.625 -4.235 -3.929
H -4.289 -4.746 -2.914
H -5.347 -5.886 -3.585
H -9.294 -3.023 -1.294
H -8.510 -3.386 0.137
H -10.131 -3.928 -0.060
H -8.252 -2.975 -2.681
C 5.841 -0.031 -4.975
C 5.092 -0.295 -3.631
C 4.029 0.758 -3.424
C 2.793 0.527 -4.276
C 2.323 -0.895 -4.093
C 3.356 -1.958 -4.367
N 4.539 -1.622 -3.452
O 5.559 -2.552 -3.785
C 2.883 -3.403 -3.956
C 3.689 -2.118 -5.869
C 6.126 -0.189 -2.490
H 5.222 0.513 -5.667
H 6.179 -0.951 -5.447
H 6.716 0.583 -4.788
H 3.760 0.719 -2.381
H 4.395 1.761 -3.668
H 3.027 0.699 -5.294
H 1.980 1.207 -3.969
H 1.471 -1.175 -4.733
H 1.949 -1.156 -3.098
H 2.131 -3.760 -4.626
H 3.700 -4.129 -4.155
H 2.493 -3.502 -2.951
H 2.763 -2.394 -6.399
H 4.019 -1.162 -6.289
H 4.444 -2.828 -6.057
H 5.785 -0.730 -1.648
H 6.225 0.883 -2.266
H 7.058 -0.684 -2.827
H 5.524 -3.128 -3.018
C 6.578 -1.240 4.942
C 7.927 -0.555 5.085
C 9.078 -1.506 4.911
C 9.192 -1.852 3.450
C 9.528 -0.635 2.707
C 8.420 0.448 2.824
N 8.223 0.685 4.283
O 7.096 1.556 4.383
C 8.758 1.778 2.210
C 7.119 -0.052 2.107
C 7.913 -0.019 6.495
H 6.430 -1.898 4.097
H 5.709 -0.555 5.034
H 6.457 -1.927 5.781
H 10.030 -1.049 5.256
H 8.975 -2.381 5.516
H 8.303 -2.357 2.968
H 10.000 -2.663 3.355
H 9.751 -0.885 1.684
H 10.445 -0.154 3.143
H 9.589 2.201 2.782
H 9.040 1.592 1.165
H 8.008 2.580 2.232
H 6.256 0.498 2.349
H 7.148 0.202 0.999
H 6.871 -1.097 2.235
H 8.074 -0.864 7.166
H 6.911 0.380 6.684
H 8.748 0.743 6.727
H 7.499 2.262 4.849
C 2.663 -5.632 4.032
C 2.169 -4.347 4.805
C 3.432 -3.544 5.179
C 3.106 -2.230 5.855
C 2.140 -1.387 5.041
C 0.892 -2.163 4.641
N 1.289 -3.439 3.961
O 0.119 -4.249 3.670
C -0.170 -2.322 5.776
C 0.194 -1.340 3.569
C 1.450 -4.811 6.044
H 1.769 -6.109 3.608
H 3.234 -6.254 4.682
H 3.348 -5.375 3.197
H 4.149 -4.115 5.774
H 3.851 -3.223 4.167
H 4.022 -1.615 5.996
H 2.659 -2.415 6.840
H 2.617 -0.961 4.160
H 1.901 -0.436 5.534
H 0.247 -1.885 6.693
H -1.088 -1.743 5.460
H -0.565 -3.339 5.908
H 0.597 -1.282 2.551
H -0.804 -1.746 3.367
H 0.100 -0.348 3.962
H 0.559 -5.319 5.794
H 1.380 -4.082 6.807
H 2.066 -5.595 6.521
H -0.027 -4.145 2.716
C -3.191 -0.510 -3.867
C -1.944 -1.319 -3.883
O -0.918 -0.547 -3.173
O -3.030 0.646 -4.648
H -3.359 -0.248 -2.815
H -4.052 -0.996 -4.277
H -1.554 -1.600 -4.900
H -2.039 -2.274 -3.315
H -0.581 0.191 -3.683
H -2.300 1.193 -4.288
C -0.208 -5.931 -2.611
C 0.467 -6.979 -3.427
O -0.468 -8.055 -3.713
O -1.467 -5.649 -3.105
H 0.351 -5.011 -2.541
H -0.307 -6.342 -1.538
H 1.339 -7.387 -2.962
H 0.664 -6.490 -4.417
H -0.379 -8.390 -4.608
H -1.932 -6.435 -3.385
C -0.210 1.949 -6.059
C -0.198 0.515 -6.600
O -1.406 -0.152 -6.750
O -0.410 1.887 -4.576
H -1.044 2.495 -6.504
H 0.780 2.424 -6.220
H 0.520 -0.041 -6.013
H 0.298 0.718 -7.597
H -2.026 0.179 -6.062
H -0.816 2.720 -4.383
C -1.934 -3.227 -0.854
C -1.424 -3.084 0.595
O -0.531 -4.201 0.844
O -2.647 -4.450 -0.860
H -1.073 -3.142 -1.535
H -2.598 -2.321 -1.168
H -2.208 -3.033 1.411
H -0.812 -2.200 0.652
H -0.974 -5.020 0.562
H -2.580 -4.690 -1.776
C 2.470 2.495 3.581
C 3.947 2.321 3.764
O 4.040 1.633 5.075
O 2.065 2.453 2.189
H 2.083 3.361 4.155
H 1.951 1.598 3.938
H 4.544 3.253 3.752
H 4.375 1.630 3.027
H 4.977 1.392 5.116
H 1.842 3.362 1.978
C 2.730 -2.013 -0.509
C 3.085 -1.458 0.828
O 3.415 -2.485 1.729
O 1.506 -2.732 -0.572
H 3.605 -2.615 -0.802
H 2.527 -1.266 -1.247
H 2.243 -0.812 1.206
H 3.995 -0.891 0.550
H 2.690 -3.083 1.927
H 1.136 -3.500 -0.082
C 1.086 1.249 -1.308
C 0.243 0.815 -0.138
O -0.918 0.043 -0.541
O 2.183 1.922 -0.774
H 0.658 1.858 -2.116
H 1.400 0.326 -1.805
H -0.138 1.640 0.451
H 0.884 0.165 0.502
H -0.665 -0.353 -1.406
H 2.250 1.981 0.180
*
```

calculated total energy: -5001.6834 Eh
HOMO level: -8.00 eV
max |F|: 0.0701 hartree/bohr
energy relative to the best compared isomer or geometry (same formula, charge and spin): 51.5 kcal per mole
LUMO level: 0.40 eV
HOMO-LUMO gap: 8.4 eV
molar mass: 1535.275 g mol⁻¹

Here is a cluster of 2 separate species, C3H11NO in total from the Open Molecules 2025 dataset. Energies are from the ωB97M-V functional and the def2-TZVPD basis.

Geometry as ORCA input:
```
! wB97M-V def2-TZVPD RIJCOSX def2/J DEFGRID3
* xyz 0 1
C -0.159 2.524 0.332
C 1.195 1.937 -0.045
N 1.155 0.476 0.040
H -0.113 3.612 0.189
H -0.928 2.125 -0.337
H -0.431 2.282 1.359
H 1.428 2.293 -1.056
H 1.972 2.299 0.626
H 1.955 0.029 -0.394
H 0.344 0.129 -0.461
C -1.428 -2.178 -0.585
O -0.666 -2.718 0.466
H -1.023 -2.410 -1.577
H -2.432 -2.608 -0.568
H -1.589 -1.111 -0.464
H 0.104 -2.161 0.652
*
```

calculated total energy: -250.8639 Eh
HOMO level: -9.56 eV
max |F|: 0.0100 hartree/bohr
SMILES string: CCN.CO
energy relative to the best compared isomer or geometry (same formula, charge and spin): 20.6 kcal per mole
LUMO level: 0.92 eV
HOMO-LUMO gap: 10.5 eV
molar mass: 77.127 g mol⁻¹

Here is a cluster of 2 separate species, C4H6O in total in a non-equilibrium geometry from the Open Molecules 2025 dataset. Energies are from the ωB97M-V functional and the def2-TZVPD basis.

Geometry as ORCA input:
```
! wB97M-V def2-TZVPD RIJCOSX def2/J DEFGRID3
* xyz 0 1
C 1.345 0.757 0.394
C 2.029 -0.393 0.394
C 0.571 0.029 -0.722
C -1.273 -0.347 0.295
O 1.436 -1.000 -0.657
H 1.191 1.547 1.113
H 2.688 -0.982 1.022
H 0.437 0.414 -1.747
H -1.588 0.627 0.643
H -0.956 -1.045 1.078
H -1.996 -0.849 -0.448
*
```

calculated total energy: -231.0849 Eh
HOMO level: -8.99 eV
max |F|: 0.1044 hartree/bohr
energy relative to the best compared isomer or geometry (same formula, charge and spin): 87.1 kcal per mole
LUMO level: 1.05 eV
HOMO-LUMO gap: 10.0 eV
molar mass: 70.091 g mol⁻¹

Here is a cluster of 2 separate species, C2H8N2O2 in total in a non-equilibrium geometry from the Open Molecules 2025 dataset. Energies are from the ωB97M-V functional and the def2-TZVPD basis.

Geometry as ORCA input:
```
! wB97M-V def2-TZVPD RIJCOSX def2/J DEFGRID3
* xyz 0 1
N 1.104 2.066 1.368
C 0.973 0.609 0.977
C -0.395 -0.029 0.679
N -1.271 -0.423 1.737
O -0.621 -0.320 -0.464
H 2.013 2.326 1.141
H 0.618 2.801 0.840
H 1.617 0.431 0.130
H 1.551 0.118 1.841
H -1.033 -0.150 2.645
H -2.110 -0.971 1.582
O -0.088 -1.662 -3.726
H -0.060 -1.396 -2.818
H 0.769 -2.288 -3.517
*
```

calculated total energy: -340.9659 Eh
HOMO level: -9.72 eV
max |F|: 0.0977 hartree/bohr
SMILES string: NCC(N)=O.O
energy relative to the best compared isomer or geometry (same formula, charge and spin): 40.5 kcal per mole
LUMO level: 0.68 eV
HOMO-LUMO gap: 10.4 eV
molar mass: 92.098 g mol⁻¹